C21H30BrClNO11S | ωB97M-V with the def2-TZVPD basis set

```
66
Properties=species:S:1:pos:R:3:forces:R:3:nbo_charge:R:1
C -0.5886 -1.6352 6.2522 -0.2505 -0.8738 -0.0013 -0.642
C -1.4912 -1.8653 4.9034 -0.7379 -0.1324 1.0196 -0.439
C -1.4287 -0.6475 3.8068 0.5520 -1.2970 -0.0300 -0.288
Br -3.2451 -0.6617 2.8779 1.2550 0.1666 0.3327 0.031
C -0.3228 -0.8566 2.6063 2.7023 1.4881 -2.6536 0.278
C 0.4418 0.4688 1.9307 0.9719 -3.6327 -1.6512 -0.259
C 1.5105 0.2689 0.7006 -1.5584 -2.6827 0.7571 0.170
C 2.3216 1.4785 -0.0788 0.4752 -0.8847 0.0076 -0.488
C 3.9464 1.2661 0.2574 -0.7431 -0.0717 1.1767 -0.412
C 4.1624 1.9280 1.7607 0.4967 -0.5558 -1.2511 -0.446
C 5.7622 1.7855 2.1041 -1.2935 -0.6125 -0.4017 -0.589
S 6.6468 3.3976 1.6133 2.5161 4.7755 5.0098 1.846
O 8.0433 3.3845 2.2882 -4.8929 -0.6352 -2.8507 -0.837
O 5.8192 4.6724 2.0128 2.3481 -5.3094 -2.0623 -0.838
Cl 6.9674 3.4720 -0.4731 -0.4815 -0.4268 1.1880 -0.177
C 1.7947 -1.2672 0.1625 -3.1981 -0.5782 3.8123 -0.226
C 0.9994 -2.4933 0.9063 0.4595 3.9776 -0.2720 0.043
N 0.0183 -2.2194 2.0395 1.4040 2.9426 -1.1814 -0.543
H -1.1948 -0.9702 7.0095 1.5433 -1.1028 -1.5855 0.237
H -0.4576 -2.7049 6.7632 -0.2756 2.4061 -1.0911 0.239
H 0.4845 -1.2377 6.0041 -2.1357 -0.5549 0.5933 0.222
H -2.6270 -1.9221 5.2676 2.5682 0.0929 -0.9453 0.254
H -1.2370 -2.9280 4.4843 -0.4730 2.1483 0.3718 0.207
H -1.3575 0.3808 4.3624 0.1997 -1.9833 -1.4721 0.281
H 0.2321 1.5799 2.2767 0.2836 -2.7609 -0.5903 0.281
H 2.1807 1.4059 -1.2615 -0.1324 -0.0819 2.7513 0.300
H 1.9770 2.5376 0.2970 0.5558 -2.2436 -0.7652 0.255
H 4.6361 1.7360 -0.5628 -1.4929 -0.6474 1.6502 0.251
H 4.2397 0.1267 0.3497 -0.7798 2.1854 -0.3865 0.208
H 3.7890 3.0430 1.6829 0.9688 -2.2145 0.6236 0.261
H 3.5419 1.2979 2.5521 1.2928 1.4797 -1.6517 0.227
H 5.9382 1.5803 3.2538 0.0900 0.8826 -2.4950 0.292
H 6.2188 0.9342 1.4334 -0.6623 1.7689 1.4734 0.262
H 2.5117 -1.5427 -0.7287 -1.6887 0.7915 1.9831 0.301
H 1.1304 -3.6275 0.5570 -0.4683 2.8549 1.0690 0.272
H -0.4681 -3.0562 2.4473 0.6453 1.3178 -0.5430 0.447
C -1.7633 0.1771 -1.5363 -0.8800 0.7771 0.5723 -0.101
C -2.1956 -0.8497 -2.5322 -1.1824 -0.4020 0.0355 -0.107
O -1.0593 -0.9965 -3.3624 1.4168 0.3771 0.4089 -0.475
C 0.0222 -0.6031 -2.6281 1.5147 -0.2399 -0.8906 0.979
O 1.1820 -0.7581 -2.9726 -2.0929 0.2713 0.8985 -0.606
O -0.3633 -0.0148 -1.4581 0.5860 -0.5860 -0.8700 -0.501
H -2.2299 0.0308 -0.5582 0.2335 0.0021 -0.0530 0.201
H -1.9616 1.1990 -1.8762 0.1120 -0.1623 0.0282 0.199
H -2.4207 -1.8150 -2.0667 0.0379 0.2289 -0.1035 0.198
H -3.0623 -0.5254 -3.1148 0.2555 -0.1841 0.0009 0.221
C -2.9585 4.4929 -3.1922 -1.1031 0.1170 -0.6080 -0.103
C -2.3149 5.6413 -2.4852 -0.3936 1.1936 -0.1120 -0.104
O -1.3972 5.0122 -1.6110 0.4290 -1.2315 -0.1567 -0.475
C -1.1160 3.7876 -2.1450 1.5055 -0.9435 0.6721 0.971
O -0.2346 3.0467 -1.7426 -1.7800 1.3972 -0.7495 -0.606
O -1.9489 3.5011 -3.1879 0.9393 -0.1066 0.7927 -0.484
H -3.2503 4.7446 -4.2155 0.1394 -0.2134 0.1435 0.215
H -3.8332 4.1092 -2.6567 0.0843 0.0306 -0.0377 0.186
H -1.7619 6.2955 -3.1675 -0.0444 -0.0849 0.0736 0.194
H -3.0362 6.2415 -1.9239 0.2568 -0.1220 0.0360 0.212
C -3.6569 -5.5512 -4.1215 0.0836 -0.8302 -0.8920 -0.104
C -2.8484 -5.5035 -2.8657 0.7445 -0.9328 0.3598 -0.102
O -2.9921 -4.1627 -2.4369 -0.6931 0.6426 -0.2245 -0.498
C -4.1505 -3.6926 -2.9853 -1.3482 1.8724 0.2808 0.968
O -4.6703 -2.6294 -2.6902 1.1512 -2.3042 -0.5659 -0.590
O -4.6513 -4.5675 -3.9057 0.2248 0.9033 0.8882 -0.468
H -4.1113 -6.5319 -4.2872 -0.0727 0.2763 -0.0007 0.214
H -3.0728 -5.2753 -5.0057 -0.0507 -0.0139 0.0953 0.192
H -3.2427 -6.1674 -2.0891 0.0081 0.0752 -0.0726 0.187
H -1.7961 -5.7447 -3.0389 -0.1452 0.1961 0.1118 0.207
```
Forces are in eV/Å.

Properties
Net charge   +1
E   -139659.441 eV


C21H30ClN3O2 | ωB97M-V with the def2-TZVPD basis set

```
57
Properties=species:S:1:pos:R:3:forces:R:3:nbo_charge:R:1
C 4.2224 -0.5622 0.9229 0.0003 -0.0005 -0.0016 -0.633
C 3.0890 0.0515 1.6978 0.0015 -0.0030 -0.0025 0.004
C 3.0778 1.4053 2.0125 -0.0016 0.0023 0.0033 -0.216
C 2.0108 1.9656 2.6979 0.0009 -0.0040 0.0013 -0.183
C 0.9091 1.2084 3.0859 0.0047 0.0081 0.0000 -0.098
C -0.2508 1.8260 3.8141 -0.0022 0.0053 0.0003 -0.526
C -1.5268 1.9925 2.9898 -0.0098 -0.0220 0.0121 0.693
O -2.6213 2.0042 3.5240 0.0001 0.0059 -0.0069 -0.636
N -1.3385 2.1573 1.6613 0.0079 0.0146 0.0060 -0.623
C -2.4181 2.2772 0.7124 0.0015 0.0092 -0.0210 -0.237
C -2.7906 0.9366 0.0399 -0.0064 -0.0113 0.0484 0.118
C -3.6430 0.0987 0.9878 0.0021 -0.0013 0.0011 -0.619
C -3.5462 1.2311 -1.2536 0.0048 -0.0025 0.0032 -0.619
N -1.5956 0.1324 -0.2501 -0.0151 -0.0124 -0.0522 -0.632
C -0.4925 0.5769 -0.8866 0.0080 0.0157 0.0195 0.702
O -0.3648 1.7453 -1.2358 0.0031 -0.0017 0.0009 -0.670
C 0.6274 -0.4227 -1.1638 -0.0053 0.0000 0.0077 -0.317
C 0.3864 -1.8813 -0.7523 0.0065 -0.0086 -0.0030 -0.451
C -0.4737 -2.6482 -1.7686 -0.0003 0.0025 -0.0040 -0.218
N -0.0880 -2.4114 -3.1631 -0.0046 0.0040 0.0031 -0.429
C 1.3475 -2.6582 -3.3739 0.0000 -0.0014 -0.0067 -0.241
C 2.0938 -1.3366 -3.0265 0.0035 -0.0023 0.0030 -0.438
C 0.9610 -0.3615 -2.6679 0.0022 0.0088 0.0004 -0.218
C -0.2072 -0.9761 -3.4470 0.0007 -0.0034 -0.0002 -0.241
C 0.9309 -0.1421 2.7459 -0.0117 -0.0114 -0.0031 0.083
Cl -0.4296 -1.1519 3.1552 0.0066 0.0031 -0.0007 -0.013
C 1.9991 -0.7208 2.0836 -0.0002 0.0046 0.0000 -0.277
H 5.1622 -0.0494 1.1247 -0.0002 -0.0003 0.0012 0.223
H 4.3461 -1.6164 1.1694 0.0000 0.0005 0.0008 0.220
H 4.0349 -0.4924 -0.1520 -0.0005 -0.0001 -0.0001 0.222
H 3.9154 2.0289 1.7246 -0.0005 0.0004 -0.0015 0.217
H 2.0273 3.0208 2.9443 0.0013 0.0006 -0.0009 0.218
H -0.5348 1.2340 4.6830 0.0027 0.0009 0.0002 0.253
H 0.0274 2.8182 4.1749 0.0059 0.0004 -0.0009 0.239
H -0.4036 2.1186 1.2879 -0.0016 -0.0002 -0.0038 0.414
H -3.2939 2.6510 1.2423 -0.0010 0.0030 -0.0043 0.229
H -2.1252 2.9950 -0.0495 -0.0005 0.0003 0.0003 0.228
H -4.5778 0.6143 1.2045 0.0008 0.0010 0.0019 0.226
H -3.8830 -0.8665 0.5335 -0.0005 -0.0005 -0.0005 0.202
H -3.1276 -0.0674 1.9343 -0.0025 -0.0011 -0.0040 0.233
H -4.4040 1.8751 -1.0501 -0.0004 -0.0010 0.0018 0.214
H -2.8940 1.7375 -1.9652 -0.0010 0.0006 -0.0011 0.230
H -3.9123 0.3056 -1.7011 0.0014 -0.0005 -0.0014 0.210
H -1.5999 -0.8145 0.0874 -0.0028 0.0018 -0.0044 0.407
H 1.4824 -0.0307 -0.6040 0.0029 0.0008 0.0004 0.238
H 1.3629 -2.3697 -0.6858 -0.0017 -0.0003 0.0059 0.213
H -0.0343 -1.9617 0.2544 0.0002 0.0004 0.0004 0.214
H -0.4156 -3.7197 -1.5668 0.0016 -0.0003 -0.0019 0.202
H -1.5259 -2.3651 -1.6789 0.0008 -0.0012 0.0023 0.193
H 1.6750 -3.5092 -2.7756 0.0001 0.0011 0.0026 0.198
H 1.5026 -2.9155 -4.4227 0.0043 -0.0016 0.0017 0.202
H 2.8067 -1.4605 -2.2086 -0.0014 -0.0011 0.0001 0.202
H 2.6511 -0.9711 -3.8896 -0.0029 0.0004 -0.0016 0.216
H 1.1754 0.6681 -2.9465 -0.0008 -0.0032 -0.0019 0.240
H -0.0892 -0.8114 -4.5210 -0.0016 0.0008 0.0000 0.201
H -1.1890 -0.6016 -3.1515 -0.0006 0.0003 0.0010 0.206
H 1.9724 -1.7802 1.8620 0.0011 -0.0005 -0.0007 0.226
```
Forces are in eV/Å.

Properties
Energy relative to the best compared isomer or geometry (same formula, charge and spin)   0.047 eV
SMILES string   Cc1ccc(CC(=O)NCC(C)(C)NC(=O)[C@H]2CCN3CC[C@H]2C3)c(Cl)c1
Net charge   0
E   -43353.993 eV


C21H30F2N2O11 | ωB97M-V with the def2-TZVPD basis set

```
66
Properties=species:S:1:pos:R:3:forces:R:3:nbo_charge:R:1
O -5.6923 -5.0595 2.2578 -0.0969 -0.0747 -0.1583 -0.625
O 4.6071 0.7064 -0.2866 -0.9981 1.3948 -0.3815 -0.585
O -3.6865 -1.0753 0.3330 -0.0450 -0.6856 -0.1348 -0.635
F 4.6553 3.5751 -1.6630 -0.3214 -0.1794 -0.0366 -0.311
F 5.1670 2.3869 -3.9972 -0.2050 0.5089 -0.0626 -0.335
O 2.9239 2.0963 0.3447 1.1705 0.0176 -1.8199 -0.671
O 2.4972 0.5208 2.5286 0.2386 0.3455 -0.3198 -0.697
O -2.3078 3.7648 -1.3393 -0.0419 -0.0023 -0.0777 -0.751
O -0.2891 1.9798 -0.9462 0.1609 -0.0598 -0.1508 -0.739
O 4.6643 -0.2704 -4.5637 -0.1341 0.4058 0.4370 -0.725
O 0.6907 3.0893 -4.3358 -0.0546 -0.2672 0.3409 -0.717
O 1.8756 -0.3406 -4.3018 -0.0381 0.2843 0.0618 -0.725
O 2.7151 2.7504 -2.4457 0.8784 -0.3981 0.4653 -0.534
C -4.7913 -4.3519 2.6774 -0.8782 -1.2507 0.8059 0.673
C 3.8758 1.6612 -0.5248 0.2142 -1.4550 1.1025 0.734
C -3.3812 -1.1068 1.5163 -0.3654 -0.4489 -0.9458 0.681
C 0.9930 -1.0995 3.4751 -0.4887 -0.2025 -1.0542 -0.279
C 0.8768 -0.5265 1.1029 -0.1543 -0.3135 0.6919 -0.209
C -0.0649 -2.0138 3.3030 0.5668 0.8149 -1.0107 -0.211
C -0.1830 -1.4347 0.9363 0.6202 0.3747 1.1520 -0.190
C 1.4678 -0.3554 2.3714 -1.3284 -1.3482 0.2365 0.275
C -0.6565 -2.1760 2.0353 0.0825 0.1815 0.0831 -0.051
N -3.2044 0.0549 2.1554 0.3287 0.6345 1.1778 -0.604
N -4.2731 -3.3922 1.9129 0.8536 1.8479 -0.5597 -0.611
C -4.2697 -4.5682 4.0856 0.0025 0.1155 -0.3114 -0.714
C -2.8635 0.2789 3.5599 -0.0715 -0.2735 -0.2626 -0.423
C -1.6330 3.2177 -2.4841 -0.1741 0.3219 -0.5014 -0.084
C 4.0047 2.3992 -1.8935 -1.4311 0.3623 -0.7846 0.509
C 4.8121 1.5907 -2.9444 -0.1366 -1.0699 0.5873 0.144
C -0.2044 2.8312 -2.0957 -0.9196 0.2426 0.5887 0.059
C 3.9970 0.3882 -3.4688 0.3969 0.3716 -0.0443 0.041
C 0.5193 2.1420 -3.2699 0.7398 0.7967 0.5497 0.080
C 2.6085 0.8363 -3.9467 0.6394 -0.5966 -0.5275 0.062
C 1.8993 1.6231 -2.8313 0.0096 -0.7398 -0.1880 0.054
C -1.8427 -3.1017 1.8610 0.5947 0.3849 -0.2392 -0.421
C -3.1882 -2.4588 2.2412 -0.0789 -0.2822 0.1698 -0.123
H 2.9178 1.4856 1.1117 0.1254 0.0297 0.1325 0.521
H 2.8737 0.4576 3.4101 0.0158 -0.0136 0.0543 0.500
H -3.2100 4.0407 -1.5810 0.6777 -0.2730 0.0238 0.483
H -0.9183 2.3905 -0.3221 0.3506 -0.1645 -0.5382 0.492
H 5.6097 -0.4074 -4.3745 -0.6166 0.1296 0.0858 0.483
H 1.4367 3.6765 -4.1069 -0.4152 -0.3809 0.0282 0.483
H 2.3942 -0.8333 -4.9666 -0.2136 0.4476 0.4628 0.492
H 1.4437 -0.9759 4.4476 0.1168 0.0484 0.1626 0.208
H 1.2217 0.0539 0.2612 0.0306 0.1000 -0.0516 0.226
H -0.4280 -2.5879 4.1445 0.0109 -0.0378 0.0721 0.215
H -0.6503 -1.5410 -0.0356 0.0286 -0.0016 0.0391 0.235
H -3.3324 0.8670 1.5702 -0.0062 -0.1655 -0.0696 0.411
H -4.6749 -3.3061 0.9896 0.0298 0.0385 -0.0447 0.428
H -4.7933 -5.4177 4.5220 0.0115 0.1287 -0.1501 0.250
H -3.2050 -4.7846 4.0565 0.1718 0.1014 0.1836 0.216
H -4.4626 -3.6820 4.6852 0.1499 0.0860 0.1801 0.220
H -1.9202 -0.2088 3.8043 0.0041 0.0533 0.0859 0.211
H -2.7524 1.3494 3.7414 -0.0624 -0.1549 -0.1188 0.219
H -3.6534 -0.1045 4.2079 0.0474 0.0718 0.1095 0.195
H -2.1706 2.3358 -2.8490 0.0795 -0.0884 0.0946 0.168
H -1.6092 3.9566 -3.2924 0.0801 -0.0802 0.0525 0.184
H 5.7320 1.2269 -2.4784 -0.0289 0.0970 0.0642 0.190
H 0.3433 3.7403 -1.8238 0.0893 -0.0013 -0.0776 0.175
H 3.8624 -0.3267 -2.6478 -0.0233 0.1150 0.0228 0.193
H -0.0864 1.2958 -3.6125 0.2455 0.1663 -0.2106 0.213
H 2.7184 1.4785 -4.8283 0.0298 0.0518 0.1228 0.194
H 1.7505 0.9450 -1.9854 -0.0214 0.0593 0.1827 0.198
H -1.6817 -3.9959 2.4631 -0.2072 -0.0602 0.0440 0.217
H -1.8867 -3.4188 0.8173 -0.1584 0.0142 0.0247 0.232
H -3.1874 -2.2714 3.3126 -0.0776 -0.0746 0.1539 0.206
```
Forces are in eV/Å.

Properties
SMILES string   O=C(O)[C@]1(F)O[C@@H]([C@H](O)[C@H](O)CO)[C@H](O)[C@@H](O)[C@H]1F.CNC(=O)[C@H](Cc1ccc(O)cc1)NC(C)=O
Net charge   0
E   -53202.056 eV


Number 1: F_max 7.36 eV/Å. Number 2: F_max 0.06 eV/Å. Number 3: F_max 2.16 eV/Å.